DFT (the ωB97M-V functional and the def2-TZVPD basis) results for 2 unconnected molecules or ions with the total composition C19H23N2O.

```
45
Properties=species:S:1:pos:R:3:forces:R:3
C -0.06760 4.13006 1.99120 0.0111 0.0470 -0.0253
N -0.03900 1.95429 0.95216 -0.2222 0.4659 0.0529
C 1.38424 -0.96861 -0.74294 -0.1403 -0.7208 0.2118
H 2.05275 2.03137 0.85278 -0.0122 0.0961 0.1924
C 1.28149 3.46548 2.30724 -0.0444 -0.1627 0.3571
H -0.21560 -4.84155 -1.89274 0.1253 0.1553 0.2178
H -2.33838 0.72571 -0.54814 -0.0100 -0.2129 -0.0437
C 0.15999 -0.28194 -0.67579 0.0892 -0.8372 -1.3355
H -0.53688 -4.96047 -0.14566 0.2213 0.1658 -0.1175
N 0.18720 -3.08682 -0.77756 -0.0702 0.3100 -0.1920
H 1.11954 -4.98381 -0.73268 -0.2908 0.1268 0.0042
C 1.39286 -2.41327 -0.79783 -0.4705 0.4204 0.1124
C 3.82921 -0.98520 -0.88040 -0.5511 0.7772 0.0562
H -2.21806 -4.23030 -0.98278 -0.1144 0.5255 -0.0277
H 0.07055 4.96725 1.29685 -0.0518 -0.1436 0.1690
H -2.80196 3.82784 0.67432 0.2775 0.2234 -0.2138
H 2.62425 0.79846 -0.69757 0.0317 -0.3992 -0.0578
H -2.52539 3.11297 -1.50582 0.2887 -0.1654 0.3084
C 0.14069 -4.54289 -0.89757 0.0071 -0.5930 0.0148
H 4.77840 -0.44740 -0.89592 -0.3432 -0.1228 -0.0305
H -4.36979 -3.04758 -1.05416 0.2187 0.1202 0.1359
H 1.45067 1.27486 2.32349 -0.0888 0.2650 -0.1396
C -0.94246 3.04419 1.34418 -0.2943 -0.3709 0.9252
C -2.32008 -0.35977 -0.64075 -0.7627 0.0373 -0.0901
C -1.02711 -2.42903 -0.77192 0.6068 0.4616 0.1313
C -1.81001 3.62670 0.23584 -0.1514 0.4284 -0.2475
C 2.62132 -3.09099 -0.91334 0.9852 -0.0658 -0.1215
H 1.37919 3.30847 3.38564 0.1190 0.1690 -0.1642
C -2.23074 -3.14325 -0.88891 -0.8716 -0.2465 -0.0995
H 2.12153 4.07471 1.96362 -0.1356 -0.0887 0.1628
H -1.64816 2.65402 2.10261 0.2850 0.1102 -0.1200
H 0.14970 0.79831 -0.78713 -0.0454 -0.0806 0.3157
C -1.05278 -0.99251 -0.69046 0.1680 -0.7614 0.1705
C -3.45359 -2.47855 -0.90527 0.9510 -0.2480 0.0789
O -1.93676 2.71834 -0.84145 -0.4096 -0.2035 -0.5529
H -0.46090 1.05121 1.14202 0.0423 0.4003 0.2233
C 3.82235 -2.38733 -0.98501 -1.0665 -0.3856 0.1291
H -1.37231 4.56242 -0.14400 -0.1494 -0.1374 0.1470
H -4.46261 -0.57649 -0.69318 0.3203 -0.0735 -0.0537
H 2.66746 -4.17931 -0.96346 0.0383 0.5400 -0.0561
H 4.75218 -2.93695 -1.12740 -0.2407 0.1503 0.1243
C 1.26373 2.09659 1.61252 0.2698 -0.3027 -0.1420
H -0.55377 4.51412 2.89446 0.1748 0.0485 -0.2240
C 2.63229 -0.29180 -0.76233 0.8432 -0.1751 -0.2048
C -3.49765 -1.08155 -0.73673 0.4626 0.4528 0.0189
```
Forces are in eV/Å.

The LUMO energy is -4.64 eV. Its multiplicity is 1. Its total charge is +1. For the energy above the lowest of the compared OMol25 structures with the same formula, charge and spin, the calculation gives 128.05 kJ/mol.

---

DFT (the ωB97M-V functional and the def2-TZVPD basis) results for a molecular structure, C19H23N2ORhS.

```
47
Properties=species:S:1:pos:R:3:forces:R:3
H 1.18648 -3.01488 0.23021 -0.0061 -0.0062 0.0034
C -0.39330 2.41758 -1.36319 0.0867 0.0109 -0.1975
Rh 0.06465 -0.24647 -0.01586 -0.3390 0.3370 0.2886
C 1.10165 0.73375 3.07215 0.0219 0.0061 0.0096
C 1.19555 -1.29989 1.55102 -0.0137 0.0435 -0.0448
C 0.42899 -0.29647 2.23343 -0.0648 -0.0536 -0.0651
H 0.00380 3.22146 -6.21727 0.0028 -0.0008 -0.0031
S 1.15815 -0.37176 -1.87821 0.1706 -0.1629 -0.1014
C 0.58260 -2.28578 0.75375 0.0279 0.1122 -0.0537
H -0.14322 1.46861 -6.16900 -0.0078 -0.0016 -0.0007
C -0.80279 -2.20463 0.51834 -0.0076 0.0436 -0.0394
H -3.02129 5.44187 0.93940 0.0002 -0.0019 0.0009
H 2.19419 2.21781 -5.63671 0.0043 -0.0027 0.0130
H 0.73342 -1.43752 -4.66858 -0.0015 -0.0009 -0.0019
H 1.18151 0.34289 4.09153 0.0003 -0.0002 -0.0004
H -2.63702 -1.12407 0.95804 -0.0049 -0.0155 0.0119
C 2.36218 -0.00818 -4.51113 0.0186 -0.0147 -0.0424
H 0.52701 1.65661 3.11086 0.0007 0.0008 0.0014
C 1.40490 2.29780 -4.89290 -0.0166 0.0382 -0.0388
N 0.30137 2.20812 -2.46156 -0.0260 0.0664 0.0468
H -1.27626 -2.86521 -0.19608 0.0097 -0.0176 0.0135
C 1.52639 -1.01381 -5.28705 -0.0048 0.0133 0.0135
H 1.58822 3.19130 -4.29980 -0.0013 0.0018 0.0024
H -1.56533 0.48380 2.50482 -0.0021 -0.0038 0.0074
H -2.74505 7.15969 -0.81034 0.0004 0.0020 -0.0025
N 1.56675 1.12476 -3.99883 -0.0018 -0.0838 0.1174
C -0.97388 -0.30660 2.06102 0.0468 -0.0028 -0.1086
C -0.88852 4.70119 -2.19717 0.0130 -0.0206 -0.0043
C 0.03992 2.35284 -5.56062 0.0071 0.0040 0.0055
H -0.29183 4.48721 -3.07164 0.0015 0.0022 -0.0021
C -1.81136 3.99849 -0.07482 -0.0098 0.0131 0.0052
H 1.07026 -0.55612 -6.16306 -0.0025 -0.0023 -0.0033
H 3.13202 0.42331 -5.14742 -0.0018 0.0087 0.0115
H 2.16393 -1.82816 -5.62833 0.0031 0.0008 0.0000
O -0.58368 1.57950 -0.39651 0.1172 -0.4186 0.1208
H 2.88447 -0.48034 -3.68023 -0.0026 0.0004 0.0042
H -0.75842 2.45020 -4.82674 0.0017 -0.0057 0.0013
H -1.93554 3.24449 0.68920 0.0010 0.0003 0.0007
H 2.10993 0.94383 2.71988 -0.0016 0.0021 -0.0018
C -1.50075 5.93142 -2.05104 -0.0121 0.0085 0.0118
C -2.26624 6.19615 -0.92210 0.0112 -0.0068 -0.0121
C -2.42180 5.22980 0.06502 -0.0001 -0.0049 0.0030
C 0.96990 1.12930 -2.82394 -0.0690 0.0968 -0.0660
H 2.27523 -1.26628 1.62763 -0.0009 -0.0339 0.0135
H -1.38350 6.68667 -2.81562 0.0005 0.0005 -0.0006
C -1.03885 3.72491 -1.20777 -0.0234 -0.0008 0.0625
C -1.58214 -1.21198 1.18257 0.0744 0.0494 0.0206
```
Forces are in eV/Å.

The LUMO energy (spin up / spin down) is -9.52 / -9.52 eV. Its multiplicity is 1. Its total charge is +2.

---

DFT (the ωB97M-V functional and the def2-TZVPD basis) results for C19H23N3O2 in the gas phase.

```
47
Properties=species:S:1:pos:R:3:forces:R:3
C -0.92842 1.77427 -0.60949 0.2828 0.3656 0.0136
H 4.77712 3.85323 0.37606 -0.1437 -0.1189 -0.0519
H 4.32664 3.62348 -2.05273 -0.0082 0.0412 -0.0721
H -1.27597 -5.52486 1.82869 -0.0497 0.0103 0.0031
C 4.20377 2.99134 0.00992 0.4380 -0.2612 -0.0949
C -1.97314 -2.81890 2.01065 -0.0045 -0.1494 0.0012
H -3.19585 -3.77192 -3.13945 0.0255 -0.0398 0.0602
N -2.22775 1.37951 -0.87544 -0.5796 0.0755 0.1069
C -2.54034 -2.32592 -0.27720 0.0644 0.1460 0.0872
H 5.59546 1.57189 0.84772 0.0992 -0.0607 -0.0076
C 4.52992 1.78279 0.88843 -0.0159 0.2844 -0.0438
C -2.37103 -0.96291 -0.00031 -0.0246 -0.2306 -0.1330
H -2.01316 -4.41345 -1.97226 -0.0732 0.0340 -0.0103
N 1.05631 4.64873 0.64158 -0.2732 0.5004 0.1999
C 0.59194 3.46171 0.13060 0.5030 -0.4981 -0.1530
C 0.17036 0.95389 -0.92142 -0.1081 -0.0921 -0.0291
C -1.80939 -1.47140 2.27136 -0.0250 0.0286 0.0203
H -2.92283 1.91836 -0.38092 0.0677 -0.0618 -0.0748
H -1.87829 0.50615 1.47358 0.0239 0.1106 -0.0315
H 3.01749 5.30896 0.96062 0.2405 0.0998 0.0453
H 5.63909 2.55615 -1.54042 0.0988 -0.0488 -0.0332
O -2.52904 -4.59912 0.45583 -0.0414 0.4760 -0.1756
H -3.75427 -4.48116 -1.60401 0.0871 0.0508 -0.0661
C -2.34242 -3.26688 0.74777 -0.0159 -0.1668 -0.0764
C 2.34798 4.53948 0.62276 -0.0194 0.0070 0.0038
H 3.98704 0.90391 0.55319 -0.0333 -0.1158 -0.0235
H -1.81417 -3.52644 2.80792 0.0034 -0.1104 0.0379
H -0.00230 -0.03271 -1.31930 -0.0223 -0.1260 -0.0429
C 1.68815 2.62693 -0.19593 -0.6349 0.0739 0.0079
H 2.28253 0.69655 -0.97468 0.0404 -0.0560 -0.0183
C -2.01199 -0.54433 1.26932 -0.0270 -0.0468 0.0229
H 4.03049 1.89718 -1.85317 -0.0307 -0.0980 -0.0670
C -2.96731 -3.89332 -2.08006 -0.0706 -0.4028 -0.3407
N 2.81224 3.35695 0.13534 -0.0847 0.2853 0.1177
H 4.25295 1.98379 1.92105 -0.0110 -0.0208 0.0789
H -1.53843 3.68447 0.18349 -0.1190 0.1091 0.0135
H -3.65731 -0.00092 -1.40529 0.1344 0.0020 -0.0874
O -2.90917 -2.58111 -1.57004 0.0078 0.2617 0.3847
H -2.99475 -5.41188 2.30897 0.0471 0.0017 -0.0224
C -2.59631 0.01431 -1.13676 0.0790 -0.1183 -0.0904
H -1.52461 -1.15071 3.26145 0.0316 0.0228 0.0936
C -0.71233 3.03868 -0.07149 0.0692 -0.2023 -0.0390
H -2.50282 -6.51506 1.00120 0.0266 0.0324 0.0918
C -2.30904 -5.54920 1.46643 0.0288 -0.1537 0.1556
C 1.47174 1.36362 -0.72272 0.1862 -0.0421 -0.0215
H -2.05167 -0.34332 -2.01673 -0.1491 0.0291 0.0298
C 4.57288 2.74921 -1.45411 -0.0203 0.1728 0.2306
```
Forces are in eV/Å.

The LUMO energy is 0.78 eV. Its SMILES is COc1cccc(CNc2ccc3c(c2)ncn3C(C)C)c1OC. Its multiplicity is 1. For the energy above the lowest of the compared OMol25 structures with the same formula, charge and spin, the calculation gives 227.53 kJ/mol.

---

DFT (the ωB97M-V functional and the def2-TZVPD basis) results for C19H23N3O4S in the gas phase.

```
50
Properties=species:S:1:pos:R:3:forces:R:3
C 1.45079 -3.34057 0.64266 0.1547 -0.0751 0.2105
H -2.75629 3.51022 -0.86112 -0.0850 0.0454 0.0114
C -4.69290 1.90365 -1.32566 -0.2061 0.1589 0.0625
C 2.14947 3.16772 1.39558 -0.4122 0.5492 0.2847
H 1.26552 -1.50093 -0.36330 -0.0283 0.1159 0.1006
C 1.48963 -1.09518 1.63298 -0.1010 0.5172 -0.3147
H 2.01737 4.16153 0.96740 0.0782 0.0480 0.2414
N 1.42554 -1.90121 0.54743 0.0455 -0.3780 -0.3852
C 2.63267 0.90549 0.64248 -0.1245 -0.6124 -0.2072
C -1.01420 -3.28867 0.06320 0.3913 0.0500 0.1345
C 0.19717 -5.29092 -0.34369 -0.1275 0.1605 0.0309
O 2.15765 4.09737 -1.37399 -0.2770 0.0403 0.2147
C 1.03248 1.22530 2.52366 -0.2107 -0.0264 -0.1974
S 2.04307 2.67645 -1.23583 0.1340 -0.0391 0.1025
H -1.00889 -6.86349 -1.17346 -0.0267 -0.0814 -0.0416
C 0.31213 2.23095 -1.38774 0.7309 0.3028 -0.0073
H 0.02245 2.79425 1.45415 -0.0183 0.0561 0.0661
H -1.64984 -0.39055 -2.22937 -0.0178 -0.1244 -0.0595
H 0.11781 0.86751 2.99934 0.0651 -0.0196 0.0661
H -4.65282 2.22167 -0.27951 0.0161 -0.0079 -0.0404
C -1.35279 0.59177 -1.89757 -0.1208 0.0645 0.0649
H -4.70826 2.78334 -1.97609 0.0159 -0.0309 0.0295
C 0.19468 -3.97705 0.11230 -0.1092 -0.0885 -0.1276
C -2.35690 1.50155 -1.54114 0.2077 -0.0122 0.0151
O 1.66319 -1.51445 2.75583 0.0361 -0.0544 0.4140
O 2.78487 1.81752 -2.11287 -0.2118 -0.2250 0.0841
C -2.12164 -5.05854 -0.82373 0.0260 -0.2858 -0.0947
C -2.00334 2.78471 -1.12382 -0.2488 -0.0683 0.0157
H -3.06610 -5.44052 -1.18740 -0.0346 -0.1226 -0.0580
H 1.56536 -3.57032 1.70863 0.0718 0.0136 -0.1963
H 0.51545 0.48481 0.57025 0.0840 -0.0521 0.0776
H -5.59607 1.31856 -1.48922 0.0450 0.0875 0.0291
H 2.32227 -3.73989 0.10982 -0.0978 -0.0152 0.1155
C 0.88567 2.68930 2.11532 0.2359 -0.1035 0.0418
C -0.02732 0.96107 -1.82604 -0.0998 -0.0771 -0.1093
H 0.76240 0.29098 -2.12894 0.0441 -0.1560 -0.0765
C 1.33757 0.38031 1.28675 0.1707 0.0070 0.4752
H 0.71842 3.31145 2.99537 -0.0457 0.0522 -0.0116
C -0.66676 3.14121 -1.04873 0.0803 0.0218 -0.0658
H -0.37311 4.13378 -0.74487 -0.0485 0.1465 0.0473
H -1.08506 -2.26667 0.41408 0.0989 0.0799 0.0298
H 3.46142 0.77599 1.34780 -0.0165 -0.0117 -0.0575
H 2.87588 0.38100 -0.28228 0.1024 -0.1624 0.1836
H 1.84581 1.10934 3.24187 0.0053 -0.0467 0.0719
N 2.53044 2.30049 0.30726 -0.0793 0.2958 -1.0126
H 2.98438 3.19953 2.10502 -0.0120 0.0303 -0.0703
C -0.97953 -5.84595 -0.81614 0.0551 0.0606 0.0518
N -2.13755 -3.80898 -0.39508 -0.5246 0.1950 -0.0402
O -3.62320 1.04341 -1.64596 0.2965 -0.1669 -0.0810
H 1.11103 -5.86836 -0.32560 0.0929 -0.0551 -0.0181
```
Forces are in eV/Å.

The LUMO energy is 0.56 eV. Its SMILES is COc1ccc(S(=O)(=O)N2CCC[C@H](C(=O)NCc3cccnc3)C2)cc1. Its multiplicity is 1. For the energy above the lowest of the compared OMol25 structures with the same formula, charge and spin, the calculation gives 236.52 kJ/mol.